Entry 1:
Computed, not measured: C69H80Ge2N3PS6W as an isolated structure in a non-equilibrium geometry, with wB97M-V/def2-TZVPD.

Each line ends with the Löwdin charge.
CARTESIAN COORDINATES (ANGSTROEM)
W: 0.7235 -0.7637 0.8878  0.798
C: 2.4003 -0.1607 3.8645  -0.081
C: 1.9531 -0.1183 2.4443  -0.377
S: -1.2486 -0.8612 1.9963  0.086
C: 2.1623 0.6780 1.4161  -0.394
C: 2.9523 1.9215 1.1969  -0.112
S: 0.3884 2.5824 -0.8972  0.141
H: 1.6648 -0.6501 4.5029  0.076
H: 2.5643 0.8564 4.2281  0.078
H: 3.3480 -0.6988 3.9526  0.075
H: 4.0107 1.7106 1.3761  0.096
H: 2.6365 2.6840 1.9107  0.052
H: 2.8367 2.3378 0.1991  0.016
C: -2.9038 6.2658 -7.6184  -0.054
C: -2.4270 6.2604 -6.1893  -0.272
C: -3.2876 6.6183 -5.1569  -0.005
C: -2.8456 6.7078 -3.8456  -0.199
C: -3.7899 7.0927 -2.7344  -0.022
C: -1.5049 6.4133 -3.5594  -0.168
C: -0.6370 5.9970 -4.5719  -0.234
C: 0.7928 5.6102 -4.2827  -0.030
C: -1.1182 5.9268 -5.8761  -0.018
C: -1.0286 6.6662 -2.1714  -0.234
C: -0.6041 7.9642 -1.8969  -0.031
C: -0.2498 8.3361 -0.6170  -0.058
C: -0.3308 7.4147 0.4070  -0.044
C: -0.7115 6.0958 0.1692  -0.210
C: -1.0561 5.7060 -1.1448  -0.185
Ge: -1.5172 3.7949 -1.5490  0.160
S: -0.5495 1.1683 0.2317  -0.020
S: -3.4322 3.0490 -0.7037  0.350
Ge: -3.3455 1.4779 -2.3966  0.044
S: -2.6609 -0.4547 -1.7317  0.029
S: -1.8138 2.8274 -3.5511  0.225
C: -5.0773 1.4461 -3.4050  -0.189
C: -5.1192 0.8451 -4.6741  -0.224
C: -6.3288 0.7530 -5.3600  -0.035
C: -7.5007 1.2321 -4.7986  -0.062
C: -7.4559 1.8479 -3.5619  -0.043
C: -6.2522 1.9792 -2.8659  -0.215
C: -6.3084 2.7739 -1.6040  -0.211
C: -6.4384 4.1630 -1.7113  -0.233
C: -6.3766 4.8381 -3.0562  -0.028
C: -6.6128 4.9178 -0.5578  -0.021
C: -6.6741 4.3247 0.6969  -0.277
C: -6.9053 5.1467 1.9380  -0.051
C: -6.5320 2.9456 0.7820  -0.026
C: -6.3458 2.1595 -0.3488  -0.269
C: -6.1802 0.6664 -0.2175  -0.030
C: -3.9228 0.2851 -5.3740  -0.151
C: -3.2166 1.0619 -6.2980  -0.228
C: -3.6166 2.4753 -6.6190  -0.048
C: -2.1665 0.4829 -7.0027  -0.015
C: -1.8440 -0.8597 -6.8599  -0.272
C: -0.7151 -1.4561 -7.6622  -0.059
C: -2.6025 -1.6314 -5.9899  -0.010
C: -3.6380 -1.0801 -5.2439  -0.215
C: -4.4516 -1.9512 -4.3279  -0.058
C: -0.7848 5.2071 1.3659  -0.150
C: 0.3876 4.7120 1.9538  -0.221
C: 1.7429 5.0653 1.3969  -0.049
C: 0.2818 3.9043 3.0764  -0.018
C: -0.9484 3.5671 3.6304  -0.260
C: -1.0302 2.6138 4.7880  -0.045
C: -2.0892 4.1381 3.0843  0.005
C: -2.0253 4.9810 1.9789  -0.202
C: -3.2711 5.6880 1.5004  -0.034
H: -3.9605 6.0055 -7.6811  0.076
H: -2.3331 5.5669 -8.2298  0.073
H: -2.7805 7.2629 -8.0497  0.080
H: -4.3233 6.8518 -5.3868  0.119
H: -4.6787 7.5815 -3.1299  0.079
H: -3.3115 7.7609 -2.0190  0.080
H: -4.1046 6.2004 -2.1822  0.072
H: 1.0084 5.6500 -3.2169  0.070
H: 1.4903 6.2733 -4.7987  0.084
H: 0.9791 4.5908 -4.6296  0.080
H: -0.4446 5.6114 -6.6688  0.122
H: -0.5702 8.6820 -2.7081  0.127
H: 0.0746 9.3496 -0.4123  0.106
H: -0.0963 7.7083 1.4241  0.126
H: -6.3378 0.2921 -6.3415  0.125
H: -8.4414 1.1421 -5.3297  0.102
H: -8.3585 2.2459 -3.1118  0.124
H: -5.3771 4.7362 -3.4910  0.082
H: -6.6064 5.8988 -2.9603  0.073
H: -7.0795 4.3943 -3.7603  0.077
H: -6.7131 5.9957 -0.6461  0.115
H: -7.0936 6.1910 1.6899  0.076
H: -6.0356 5.1040 2.5981  0.059
H: -7.7621 4.7665 2.4974  0.079
H: -6.5735 2.4650 1.7551  0.121
H: -6.5464 0.3199 0.7489  0.078
H: -5.1223 0.3897 -0.2900  0.036
H: -6.7118 0.1377 -1.0098  0.085
H: -4.2621 2.9012 -5.8535  0.070
H: -4.1505 2.4966 -7.5738  0.090
H: -2.7363 3.1077 -6.7087  0.062
H: -1.6039 1.0934 -7.7038  0.121
H: -0.8539 -1.2612 -8.7270  0.076
H: -0.6496 -2.5342 -7.5150  0.069
H: 0.2378 -1.0092 -7.3689  0.072
H: -2.4134 -2.6987 -5.9094  0.110
H: -4.2679 -3.0021 -4.5392  0.070
H: -5.5184 -1.7465 -4.4327  0.078
H: -4.1805 -1.7511 -3.2860  -0.010
H: 1.8389 6.1401 1.2406  0.076
H: 1.8985 4.5764 0.4325  0.047
H: 2.5350 4.7451 2.0748  0.071
H: 1.1850 3.5354 3.5538  0.108
H: -0.1490 2.6860 5.4293  0.075
H: -1.0913 1.5914 4.4071  0.066
H: -1.9221 2.7958 5.3888  0.076
H: -3.0556 3.9360 3.5359  0.121
H: -4.0066 5.7275 2.3043  0.065
H: -3.7300 5.1673 0.6577  0.014
H: -3.0444 6.7046 1.1780  0.085
C: 2.0913 -4.4229 2.7941  -0.024
C: 2.0955 -3.1760 2.2136  -0.123
N: 1.1256 -2.7539 1.3876  -0.167
C: 0.1343 -3.6231 1.0837  -0.133
C: 0.0271 -4.8754 1.6680  -0.178
C: 1.0289 -5.2734 2.5525  0.012
C: -1.1600 -5.7414 1.5325  -0.024
C: -1.8381 -6.2025 0.4803  -0.019
C: -1.5677 -6.1254 -0.9580  -0.260
C: -2.4358 -6.7887 -1.8266  0.000
C: -2.1430 -6.7567 -3.1747  -0.116
N: -1.0685 -6.1319 -3.6509  0.090
C: -0.3026 -5.5365 -2.7449  -0.195
N: -0.4866 -5.4988 -1.4320  0.148
H: 2.8909 -4.7062 3.4641  0.116
H: 2.8770 -2.4636 2.4281  0.100
H: -0.6277 -3.2693 0.4036  0.099
H: 0.9661 -6.2383 3.0402  0.128
H: -1.5222 -6.0794 2.4997  0.119
H: -2.7031 -6.8154 0.7076  0.110
H: -3.3079 -7.3115 -1.4581  0.113
H: -2.7798 -7.2388 -3.9090  0.113
H: 0.5739 -5.0291 -3.1335  0.095
C: 2.7315 -3.9785 -1.3282  -0.137
C: 3.2642 -2.5643 -1.1032  -0.374
P: 2.0365 -1.1918 -1.3114  0.910
C: 3.1391 0.2303 -1.7416  -0.371
C: 4.3894 0.0005 -2.5952  -0.130
C: 1.1607 -1.5715 -2.8740  -0.368
C: 2.0067 -1.8872 -4.1083  -0.126
H: 3.4688 -4.7128 -0.9980  0.082
H: 2.5471 -4.1572 -2.3873  0.050
H: 1.8032 -4.1685 -0.7965  0.034
H: 4.0970 -2.3785 -1.7799  0.064
H: 3.6509 -2.4648 -0.0854  0.067
H: 3.4531 0.6689 -0.7975  0.035
H: 2.4691 0.9497 -2.2215  0.061
H: 5.1645 -0.5240 -2.0359  0.068
H: 4.7976 0.9746 -2.8717  0.080
H: 4.1936 -0.5512 -3.5098  0.049
H: 0.5090 -0.7194 -3.0692  0.078
H: 0.4812 -2.3913 -2.6423  0.063
H: 2.4280 -0.9818 -4.5418  0.067
H: 1.3600 -2.3381 -4.8619  0.073
H: 2.8225 -2.5840 -3.9021  0.060

Results
* LUMO energy (alpha / beta): -0.060 / -0.060 Ha
* E_HOMO (alpha / beta): -6.1220 / -6.1223 eV
* gap between HOMO and LUMO (alpha / beta): 4.483 / 4.484 eV
* net charge: 0
* multiplicity: 1



Entry 2:
Computed, not measured: one molecule with the formula C6H10, with wB97M-V/def2-TZVPD.

Each line ends with the Löwdin charge.
CARTESIAN COORDINATES (ANGSTROEM)
C: 0.1964 -0.4711 1.7727  -0.102
C: -0.7530 0.3566 0.9174  -0.233
C: -0.6811 1.2483 -1.1783  0.111
C: 0.7588 0.7863 -1.4349  -0.218
C: 0.3621 -0.6879 -1.2181  -0.161
C: -0.9093 -0.1149 -0.5650  -0.369
H: 0.2082 -0.0914 2.7999  0.075
H: 1.2256 -0.4312 1.3988  0.069
H: -0.1065 -1.5228 1.8019  0.081
H: -1.7551 0.3738 1.3545  0.114
H: -0.4248 1.4079 0.9454  0.100
H: 1.1440 1.1057 -2.4094  0.100
H: 1.4506 1.1848 -0.6808  0.113
H: 1.0200 -1.3430 -0.6350  0.091
H: 0.1305 -1.1759 -2.1704  0.103
H: -1.8664 -0.6253 -0.6988  0.126

Results
* LUMO energy: 0.016 Ha
* E_HOMO: -8.3038 eV
* gap between HOMO and LUMO: 8.742 eV
* net charge: 0
* energy relative to the best compared isomer or geometry (same formula, charge and spin): 4.167 eV
* multiplicity: 1



Entry 3:
Computed, not measured: one molecule with the formula C6H10, with wB97M-V/def2-TZVPD.

Each line ends with the Löwdin charge.
CARTESIAN COORDINATES (ANGSTROEM)
C: 2.5272 0.2863 -0.0023  -0.106
C: 1.8395 -1.0793 0.1794  -0.260
C: 0.4266 -0.9110 0.5310  -0.050
C: -0.7434 -0.6432 0.6478  -0.052
C: -2.1254 -0.1653 0.5375  -0.265
C: -2.1329 1.1107 -0.3156  -0.114
H: 1.8060 1.0320 -0.3473  0.069
H: 2.9503 0.6486 0.9382  0.071
H: 3.3311 0.2274 -0.7410  0.067
H: 1.8761 -1.6432 -0.7598  0.108
H: 2.3711 -1.6863 0.9192  0.104
H: -2.5698 0.0262 1.5206  0.105
H: -2.7381 -0.9395 0.0611  0.107
H: -1.5703 0.9395 -1.2379  0.074
H: -3.1480 1.4220 -0.5796  0.068
H: -1.6411 1.9281 0.2196  0.074

Results
* LUMO energy: 0.041 Ha
* E_HOMO: -9.3386 eV
* gap between HOMO and LUMO: 10.450 eV
* structure (SMILES): CCC#CCC
* net charge: 0
* energy relative to the best compared isomer or geometry (same formula, charge and spin): 1.395 eV
* multiplicity: 1



Entry 4:
Computed, not measured: one molecule with the formula C6H10, with wB97M-V/def2-TZVPD.

Each line ends with the Löwdin charge.
CARTESIAN COORDINATES (ANGSTROEM)
C: 0.0588 1.5208 -0.0985  -0.109
C: 1.1823 0.8745 -0.4245  -0.111
C: 1.2894 -0.6336 -0.4491  -0.212
C: -0.1132 -1.2331 -0.3835  -0.216
C: -0.8340 -0.6085 0.8137  -0.213
C: -1.1856 0.8206 0.4049  -0.213
H: 0.0277 2.6069 -0.1720  0.096
H: 2.0635 1.4423 -0.7201  0.096
H: 1.8909 -0.9921 0.4011  0.113
H: 1.8188 -0.9551 -1.3554  0.108
H: -0.6503 -0.9304 -1.2935  0.116
H: -0.1043 -2.3264 -0.3661  0.106
H: -0.1454 -0.5770 1.6708  0.117
H: -1.7148 -1.1786 1.1281  0.106
H: -1.6318 1.3898 1.2290  0.107
H: -1.9521 0.7796 -0.3851  0.112

Results
* LUMO energy: 0.044 Ha
* E_HOMO: -9.1480 eV
* gap between HOMO and LUMO: 10.358 eV
* structure (SMILES): C1=CCCCC1
* net charge: 0
* energy relative to the best compared isomer or geometry (same formula, charge and spin): 0.045 eV
* multiplicity: 1



Entry 5:
Computed, not measured: one molecule with the formula C6H10 in a non-equilibrium geometry, with wB97M-V/def2-TZVPD.

Each line ends with the Löwdin charge.
CARTESIAN COORDINATES (ANGSTROEM)
C: 1.7990 -0.4373 0.4038  -0.076
C: 0.7177 0.0617 -0.6113  -0.437
C: -0.1509 -1.1292 -0.7970  0.018
C: -2.1206 0.0721 0.2256  0.017
C: -1.2650 1.2169 0.3271  -0.186
C: 0.0274 1.2575 -0.0545  -0.104
H: 1.3154 -0.7032 1.3506  0.084
H: 2.5301 0.3508 0.5927  0.073
H: 2.3371 -1.3184 0.0338  0.077
H: 1.2544 0.3457 -1.5301  0.136
H: 0.2264 -1.8001 -1.5836  0.071
H: -0.3868 -1.7011 0.0885  0.044
H: -1.9521 -0.8864 0.6687  0.023
H: -3.1912 0.3230 0.2688  0.056
H: -1.7335 2.1636 0.6093  0.098
H: 0.5926 2.1843 0.0078  0.107

Results
* LUMO energy (alpha / beta): 0.002 / 0.017 Ha
* E_HOMO (alpha / beta): -8.1833 / -7.7227 eV
* gap between HOMO and LUMO (alpha / beta): 8.227 / 8.185 eV
* net charge: 0
* energy relative to the best compared isomer or geometry (same formula, charge and spin): 3.986 eV
* multiplicity: 1



Entry 6:
Computed, not measured: a 2-piece molecular cluster, C6H10 overall, with wB97M-V/def2-TZVPD.

Each line ends with the Löwdin charge.
CARTESIAN COORDINATES (ANGSTROEM)
C: -1.4993 -0.2375 -0.2054  -0.155
C: -1.1443 0.9073 0.3744  -0.114
C: 0.3081 1.1537 0.1638  -0.201
C: 1.4774 0.0975 0.4290  -0.116
C: 0.7954 0.1964 -0.8877  -0.263
C: -0.3848 -0.7799 -1.0813  -0.150
H: -2.4353 -0.7676 -0.0412  0.105
H: -1.7843 1.5399 0.9878  0.106
H: 0.6777 2.1753 0.2231  0.126
H: 2.3858 0.6578 0.6100  0.090
H: 1.5818 -0.9062 0.8532  0.076
H: 1.3495 0.5056 -1.7647  0.129
H: -0.7281 -0.7473 -2.1198  0.109
H: -0.1250 -1.8240 -0.8586  0.113
H: 0.1151 -0.8926 1.7197  0.064
H: -0.5898 -1.0785 1.5978  0.081

Results
* LUMO energy: 0.047 Ha
* E_HOMO: -8.6370 eV
* gap between HOMO and LUMO: 9.907 eV
* structure (SMILES): C1=C[C@H]2C[C@H]2C1.[H][H]
* net charge: 0
* energy relative to the best compared isomer or geometry (same formula, charge and spin): 3.039 eV
* multiplicity: 1



Entry 7:
Computed, not measured: a 2-piece molecular cluster, C6H10 overall, with wB97M-V/def2-TZVPD.

Each line ends with the Löwdin charge.
CARTESIAN COORDINATES (ANGSTROEM)
C: -0.2970 1.7427 -0.9735  -0.003
C: -0.0473 0.4290 -0.9049  -0.371
C: -1.1317 -0.5016 -0.5851  -0.102
C: -0.7348 -1.2630 0.4446  -0.136
C: 0.7694 -1.2528 0.6099  -0.191
C: 1.2474 -0.2046 -0.4336  -0.141
H: 0.4685 2.4973 -0.8161  0.065
H: -1.3219 2.0985 -1.0444  0.066
H: -2.1547 -0.3417 -0.9076  0.113
H: -1.3907 -1.8153 1.1136  0.106
H: 1.0976 -0.9939 1.6238  0.104
H: 1.1525 -2.2591 0.3982  0.106
H: 1.7859 -0.6946 -1.2511  0.112
H: 1.9187 0.5478 -0.0058  0.111
H: -0.5716 1.3361 1.2168  0.084
H: -0.7904 0.6752 1.5150  0.079

Results
* LUMO energy: 0.046 Ha
* E_HOMO: -8.5408 eV
* gap between HOMO and LUMO: 9.804 eV
* structure (SMILES): C=C1C=CCC1.[H][H]
* net charge: 0
* energy relative to the best compared isomer or geometry (same formula, charge and spin): 2.251 eV
* multiplicity: 1



Entry 8:
Computed, not measured: one molecule with the formula C6H10 in a non-equilibrium geometry, with wB97M-V/def2-TZVPD.

Each line ends with the Löwdin charge.
CARTESIAN COORDINATES (ANGSTROEM)
C: -1.2907 0.4591 1.3172  -0.076
C: -0.6215 -0.6015 0.3784  -0.438
C: -0.9866 -0.1279 -0.9784  0.018
C: 1.4744 0.2819 -1.5409  0.019
C: 1.7569 -0.2382 -0.2418  -0.186
C: 0.8385 -0.6536 0.6571  -0.103
H: -0.8473 1.4435 1.1301  0.084
H: -1.1266 0.1931 2.3630  0.073
H: -2.3717 0.5317 1.1495  0.077
H: -1.0749 -1.5737 0.6274  0.136
H: -1.9676 -0.4986 -1.3073  0.070
H: -0.9085 0.9343 -1.1582  0.045
H: 0.8319 1.1052 -1.7696  0.022
H: 2.3328 0.2559 -2.2262  0.055
H: 2.8062 -0.4370 -0.0085  0.098
H: 1.1546 -1.0743 1.6082  0.107

Results
* LUMO energy (alpha / beta): 0.001 / 0.018 Ha
* E_HOMO (alpha / beta): -8.1746 / -7.6768 eV
* gap between HOMO and LUMO (alpha / beta): 8.205 / 8.153 eV
* net charge: 0
* energy relative to the best compared isomer or geometry (same formula, charge and spin): 3.968 eV
* multiplicity: 1



Number 1: energy -9793.1261 a.u.. Number 2: energy -234.4494 a.u.. Number 3: energy -234.5512 a.u.. Number 4: energy -234.6008 a.u.. Number 5: energy -234.4560 a.u.. Number 6: energy -234.4908 a.u.. Number 7: energy -234.5198 a.u.. Number 8: energy -234.4567 a.u..